Computed, not measured: C31H55AsN10OS3Tl as an isolated structure, with ωB97M-V/def2-TZVPD.

## Properties
ΔE to the lowest compared entry with this formula, charge and spin: 0.0 kcal/mol
Maximum force: 0.021 hartree/bohr
E_tot: -5439.0752 a.u.
Kohn-Sham gap: 5.1 eV
Net charge: +3

Last column: Löwdin charge in e.
Cartesian coordinates (Å):
Tl  0.0157  0.1246  -0.0175  0.65
C  -2.4745  3.5306  0.9427  -0.06
C  -3.0233  2.2269  1.5171  -0.37
C  -4.4739  2.4405  1.9866  -0.03
C  -2.9842  1.0666  0.5548  -0.22
C  -3.4633  -0.1870  0.9557  -0.04
C  -3.7061  -1.1918  0.0433  0.00
C  -3.4771  -1.0001  -1.3301  -0.30
C  -3.9254  -2.0355  -2.3153  -0.03
C  -2.8747  0.1798  -1.7197  -0.09
C  -2.5995  1.1942  -0.7913  -0.09
H  -2.5383  4.3142  1.6970  0.09
H  -3.0605  3.8565  0.0816  0.10
H  -1.4280  3.4212  0.6470  0.03
H  -2.4147  1.9550  2.3871  0.11
H  -5.1111  2.7003  1.1401  0.10
H  -4.5181  3.2551  2.7087  0.09
H  -4.8889  1.5470  2.4505  0.07
H  -3.6999  -0.3461  2.0003  0.10
H  -4.1100  -2.1422  0.3732  0.13
H  -3.5767  -3.0301  -2.0342  0.08
H  -3.5872  -1.8118  -3.3259  0.08
H  -5.0168  -2.0739  -2.3210  0.10
H  -2.6471  0.3476  -2.7655  0.12
H  -2.2361  2.1486  -1.1534  0.10
C  0.4450  -0.8205  4.9443  -0.17
As  -1.0701  -0.6164  3.7610  1.01
C  -2.3486  0.4556  4.7353  -0.17
C  -1.8275  -2.3643  3.4245  -0.17
O  -0.5556  0.1687  2.3895  -0.66
H  0.1101  -1.1817  5.9159  0.05
H  0.9293  0.1468  5.0665  0.05
H  1.1433  -1.5333  4.5098  0.01
H  -2.5191  0.0073  5.7136  0.06
H  -3.2960  0.5284  4.2046  0.03
H  -1.9272  1.4514  4.8651  0.05
H  -1.8736  -2.9173  4.3619  0.06
H  -1.2101  -2.9073  2.7111  0.04
H  -2.8330  -2.2559  3.0241  0.03
C  0.0415  5.4033  -1.7597  -0.02
N  0.7370  4.2662  -1.1624  -0.17
C  1.2825  3.3381  -2.1417  -0.05
C  0.8361  4.0795  0.1525  -0.68
S  1.1811  2.5225  0.8439  0.76
N  0.7051  5.1025  1.0007  -0.18
C  1.1725  6.4518  0.6761  -0.01
C  0.3987  4.9255  2.4180  -0.07
H  -0.5965  5.0312  -2.5617  0.10
H  0.7359  6.1219  -2.1969  0.11
H  -0.5896  5.9041  -1.0322  0.09
H  1.9406  3.8848  -2.8190  0.11
H  0.4784  2.8901  -2.7306  0.10
H  1.8484  2.5489  -1.6600  0.02
H  1.7765  6.4499  -0.2263  0.10
H  1.7950  6.8011  1.4995  0.11
H  0.3463  7.1542  0.5613  0.11
H  -0.1318  3.9941  2.5855  0.05
H  -0.2280  5.7567  2.7395  0.11
H  1.3112  4.9249  3.0171  0.10
N  0.0624  -0.5262  -3.6819  0.12
C  -0.3661  -1.7559  -3.3495  -0.74
S  -0.4354  -2.1851  -1.6917  0.74
N  -0.7682  -2.5430  -4.3415  0.10
C  -1.1916  -3.9015  -4.4176  -0.23
C  -1.6353  -4.3316  -5.6664  -0.02
C  -2.0297  -5.6439  -5.8493  -0.05
C  -1.9707  -6.5453  -4.7961  -0.05
C  -1.5307  -6.1162  -3.5539  -0.06
C  -1.1355  -4.8016  -3.3595  -0.06
H  0.6490  -0.0318  -3.0200  0.02
H  0.1367  -0.2617  -4.6530  0.13
H  -0.7276  -2.1152  -5.2579  0.16
H  -1.6738  -3.6386  -6.5000  0.12
H  -2.3800  -5.9636  -6.8208  0.12
H  -2.2458  -7.5792  -4.9496  0.12
H  -1.4735  -6.8175  -2.7328  0.12
H  -0.7626  -4.4860  -2.3977  0.03
N  6.0451  -2.0202  -2.5691  0.21
C  4.7432  -1.9639  -2.3024  -0.47
N  4.0236  -3.0935  -2.2966  0.22
N  4.2291  -0.7789  -2.0345  0.15
C  3.0434  -0.3854  -1.8096  -0.32
N  2.0071  0.1277  -1.6160  0.03
H  6.5078  -2.8837  -2.7980  0.13
H  6.5702  -1.1653  -2.6377  0.13
H  4.4261  -3.9820  -2.5431  0.13
H  3.0504  -3.0733  -2.0449  0.11
C  3.4874  -3.0357  3.4523  -0.03
N  3.6930  -1.7231  2.8812  -0.15
C  4.8525  -0.9076  3.2534  -0.07
C  4.6433  0.3899  2.4529  -0.09
N  3.4072  0.1107  1.7215  0.05
C  2.9231  -1.1021  1.9935  -0.73
S  1.5645  -1.8226  1.2593  0.68
H  4.3174  -3.6997  3.2078  0.11
H  2.5668  -3.4630  3.0638  0.06
H  3.4239  -2.9621  4.5394  0.10
H  5.7754  -1.4222  2.9831  0.14
H  4.8599  -0.7412  4.3314  0.14
H  5.4598  0.5766  1.7565  0.13
H  4.5344  1.2633  3.0946  0.13
H  2.9357  0.7981  1.1580  0.03